No. 1
The following is a DFT calculation (the ωB97M-V functional and the def2-TZVPD basis) of C5H11N as an isolated structure at a distorted geometry.

Summary:
Energy relative to the best compared isomer or geometry (same formula, charge and spin)   4.457 eV
LUMO level   0.827 eV
Net charge   0

Atoms and positions in Å:
C  -0.85  1.13  -0.84
N  -1.00  0.41  1.05
C  -0.64  -0.51  1.82
C  0.00  0.04  -0.04
C  -0.02  -1.34  -0.69
C  1.44  0.60  0.02
H  -0.70  2.14  -0.43
H  -0.42  1.04  -1.82
H  -1.94  0.96  -0.93
H  -0.78  -1.58  1.70
H  -0.43  -0.12  2.79
H  0.69  -2.05  -0.25
H  0.26  -1.20  -1.74
H  -1.03  -1.76  -0.66
H  2.16  -0.07  0.52
H  1.79  0.75  -1.02
H  1.47  1.57  0.53



No. 2
The following is a DFT calculation (the ωB97M-V functional and the def2-TZVPD basis) of one molecule with the formula C5H11N.

Summary:
Energy relative to the best compared isomer or geometry (same formula, charge and spin)   1.901 eV
SMILES string   CCN1C[C@H]1C
LUMO level   1.144 eV
Net charge   0

Atoms and positions in Å:
C  -1.84  0.81  -1.01
C  -1.36  0.31  0.36
N  -0.30  -0.68  0.47
C  0.53  -1.58  -0.27
C  1.08  -0.64  0.77
C  1.97  0.52  0.40
H  -2.39  1.74  -0.81
H  -1.06  1.07  -1.73
H  -2.54  0.11  -1.48
H  -1.05  1.20  0.96
H  -2.24  -0.09  0.90
H  0.44  -2.65  -0.05
H  0.85  -1.42  -1.31
H  1.34  -1.04  1.75
H  3.03  0.24  0.46
H  1.82  1.34  1.12
H  1.71  0.87  -0.60



No. 3
The following is a DFT calculation (the ωB97M-V functional and the def2-TZVPD basis) of one molecule with the formula C5H11N at a distorted geometry.

Summary:
Energy relative to the best compared isomer or geometry (same formula, charge and spin)   1.479 eV
SMILES string   C=CCN(C)C
LUMO level   1.184 eV
Net charge   0

Atoms and positions in Å:
C  2.74  0.01  0.22
C  1.53  -0.08  -0.45
C  0.30  -0.63  0.15
N  -0.93  0.01  -0.35
C  -2.12  -0.73  0.05
C  -1.06  1.36  0.14
H  3.64  0.39  -0.24
H  2.84  -0.21  1.30
H  1.44  0.12  -1.55
H  0.41  -0.64  1.22
H  0.24  -1.69  -0.15
H  -2.13  -0.95  1.19
H  -2.99  -0.15  -0.20
H  -2.13  -1.70  -0.48
H  -1.11  1.43  1.22
H  -1.89  1.83  -0.38
H  -0.19  1.97  -0.13



No. 4
The following is a DFT calculation (the ωB97M-V functional and the def2-TZVPD basis) of one molecule with the formula C5H11N.

Summary:
Energy relative to the best compared isomer or geometry (same formula, charge and spin)   1.253 eV
SMILES string   CCN1C[C@H]1C
LUMO level   1.274 eV
Net charge   0

Atoms and positions in Å:
C  -1.86  1.06  -0.24
C  -1.46  -0.42  -0.29
N  -0.03  -0.61  -0.53
C  0.65  -1.54  0.36
C  0.90  -0.08  0.44
C  2.14  0.57  -0.12
H  -2.63  1.22  0.52
H  -1.01  1.69  0.02
H  -2.26  1.43  -1.19
H  -1.78  -0.91  0.64
H  -1.99  -0.92  -1.11
H  0.07  -1.98  1.17
H  1.37  -2.22  -0.10
H  0.47  0.41  1.32
H  2.93  0.65  0.63
H  1.91  1.59  -0.47
H  2.51  0.00  -0.97



Number 1: HOMO energy -8.12 eV, Kohn-Sham gap 8.9 eV. Number 2: HOMO energy -8.12 eV, Kohn-Sham gap 9.3 eV. Number 3: HOMO energy -8.78 eV, Kohn-Sham gap 10.0 eV. Number 4: HOMO energy -8.99 eV, Kohn-Sham gap 10.3 eV.